{"formula": "C46H39Cl2CuF6N8O18S2", "method": "ωB97M-V with the def2-TZVPD basis set", "symbols": ["Cu", "C", "F", "F", "F", "S", "O", "O", "N", "S", "O", "O", "C", "F", "F", "F", "Cl", "C", "C", "Cl", "H", "H", "H", "H", "C", "C", "C", "C", "C", "C", "N", "O", "O", "H", "H", "H", "H", "H", "C", "C", "C", "C", "C", "C", "N", "O", "O", "H", "H", "H", "H", "H", "C", "C", "C", "C", "C", "C", "N", "O", "O", "H", "H", "H", "H", "H", "C", "C", "C", "C", "C", "C", "N", "O", "O", "H", "H", "H", "H", "H", "C", "C", "C", "C", "C", "C", "N", "O", "O", "H", "H", "H", "H", "H", "C", "C", "C", "C", "C", "C", "N", "O", "O", "H", "H", "H", "H", "H", "C", "C", "C", "C", "C", "C", "N", "O", "O", "H", "H", "H", "H", "H"], "xyz": [[0.603, -1.094, -3.536], [1.854, 1.742, -0.685], [1.735, 2.841, 0.082], [2.836, 1.828, -1.575], [2.105, 0.697, 0.110], [0.087, 1.434, -1.515], [-0.983, 2.115, -0.757], [0.299, 1.858, -2.910], [-0.072, -0.339, -1.680], [-0.820, -0.838, -0.379], [-0.653, -2.259, -0.164], [-0.490, -0.032, 0.782], [-2.665, -0.596, -0.803], [-3.353, -0.940, 0.309], [-2.912, 0.593, -1.286], [-3.113, -1.436, -1.710], [0.905, 7.503, 0.860], [0.537, 5.806, 1.322], [-0.754, 5.411, 0.680], [-2.163, 6.466, 1.097], [0.515, 5.779, 2.411], [1.350, 5.176, 0.961], [-1.056, 4.432, 1.052], [-0.653, 5.362, -0.404], [-4.007, -4.268, 2.814], [-4.101, -5.623, 2.669], [-3.070, -6.280, 2.050], [-1.908, -5.663, 1.631], [-1.763, -4.316, 1.923], [-2.847, -3.573, 2.385], [-0.824, -6.437, 0.977], [0.304, -5.901, 0.920], [-1.017, -7.591, 0.553], [-4.845, -3.734, 3.236], [-5.037, -6.114, 2.891], [-3.097, -7.355, 1.943], [-0.912, -3.749, 1.575], [-2.739, -2.503, 2.485], [7.227, 3.516, -1.692], [7.743, 4.667, -1.098], [7.261, 5.066, 0.137], [6.080, 4.475, 0.643], [5.531, 3.357, 0.025], [6.139, 2.923, -1.158], [5.570, 4.891, 1.979], [4.886, 4.066, 2.640], [5.749, 6.048, 2.335], [7.642, 3.101, -2.598], [8.618, 5.097, -1.561], [7.802, 5.831, 0.674], [4.617, 2.934, 0.412], [5.736, 2.033, -1.618], [-4.753, -5.733, -3.485], [-3.853, -6.531, -2.774], [-2.635, -6.088, -2.263], [-2.250, -4.839, -2.696], [-3.171, -4.019, -3.419], [-4.394, -4.488, -3.892], [-0.881, -4.335, -2.434], [-0.544, -3.215, -2.727], [-0.047, -5.146, -1.918], [-5.753, -6.097, -3.669], [-4.170, -7.515, -2.460], [-2.027, -6.771, -1.690], [-2.889, -3.070, -3.851], [-4.983, -3.847, -4.530], [-3.743, 3.784, -6.592], [-4.743, 2.869, -6.127], [-4.274, 1.750, -5.437], [-2.927, 1.392, -5.452], [-2.027, 2.233, -6.098], [-2.367, 3.442, -6.692], [-2.523, 0.100, -4.809], [-3.302, -0.759, -4.552], [-1.292, -0.168, -4.774], [-4.114, 4.620, -7.166], [-5.804, 3.065, -6.181], [-5.011, 1.134, -4.942], [-0.999, 1.902, -6.097], [-1.602, 4.132, -7.016], [2.111, 1.989, 5.867], [3.356, 1.598, 6.240], [4.236, 1.095, 5.371], [3.919, 1.095, 4.005], [2.611, 1.415, 3.579], [1.709, 1.806, 4.536], [4.939, 0.632, 3.052], [4.800, 0.794, 1.831], [5.920, 0.017, 3.532], [1.457, 2.470, 6.579], [3.622, 1.631, 7.286], [5.203, 0.794, 5.746], [2.213, 1.265, 2.586], [0.686, 2.024, 4.267], [3.746, -3.282, 2.462], [2.726, -3.753, 1.681], [2.571, -3.333, 0.344], [3.442, -2.358, -0.208], [4.450, -1.912, 0.649], [4.690, -2.373, 1.935], [3.351, -1.816, -1.585], [2.365, -2.194, -2.296], [4.168, -1.047, -1.986], [3.906, -3.727, 3.433], [1.940, -4.430, 1.980], [1.849, -3.881, -0.243], [5.194, -1.227, 0.272], [5.649, -2.110, 2.356], [-5.763, 1.501, 1.351], [-5.579, 0.970, 2.620], [-4.375, 1.125, 3.232], [-3.394, 1.855, 2.619], [-3.529, 2.345, 1.318], [-4.673, 2.090, 0.691], [-2.099, 2.113, 3.295], [-2.067, 1.886, 4.498], [-1.165, 2.611, 2.703], [-6.671, 1.351, 0.787], [-6.387, 0.538, 3.193], [-4.314, 0.803, 4.261], [-2.794, 2.917, 0.770], [-4.818, 2.502, -0.297]], "mulliken_charge": [0.850, 0.385, -0.035, -0.221, -0.136, 0.698, -0.207, -0.659, 1.218, -1.011, 0.105, -0.384, 0.591, -0.088, -0.085, -0.087, -0.209, 0.129, 0.377, -0.200, 0.325, -0.192, -0.579, 0.382, -0.531, -0.690, -0.375, 0.121, 0.025, -0.576, 1.020, -0.541, -0.591, 0.402, 0.384, 0.449, 0.310, 0.616, -0.481, -0.516, -0.566, 0.231, 0.060, -0.519, 0.911, -0.498, -0.556, 0.392, 0.360, 0.385, 0.313, 0.418, -0.446, -0.693, -0.294, 0.197, -0.071, -0.658, 0.690, -0.186, -0.568, 0.398, 0.402, 0.511, 0.261, 0.478, -0.364, -0.662, -0.196, 0.121, -0.004, -0.701, 0.785, -0.495, -0.389, 0.382, 0.391, 0.397, 0.344, 0.397, -0.669, -0.423, -0.687, -0.119, 0.072, -0.510, 0.919, -0.376, -0.605, 0.458, 0.381, 0.484, 0.696, 0.358, -0.470, -0.760, 0.152, -0.461, 0.082, -0.791, 1.059, -0.576, -0.536, 0.480, 0.498, 0.483, 0.400, 0.513, -0.780, -0.484, -0.574, 0.115, 0.385, -0.602, 1.064, -0.644, -0.429, 0.404, 0.458, 0.532, 0.080, 0.470], "e_lumo_ev": [-5.03, -8.45], "total_energy_ha": -7523.9991, "charge": 1, "multiplicity": 2}